## w
{
  "formula": "C8H20O2",
  "method": "wB97M-V/def2-TZVPD",
  "gap_ev": 10.93,
  "homo_ev": -10.17,
  "smiles": "CC[C@H](C)O.CC[C@H](C)O",
  "species": ["C", "C", "C", "C", "O", "H", "H", "H", "H", "H", "H", "H", "H", "H", "H", "C", "C", "C", "C", "O", "H", "H", "H", "H", "H", "H", "H", "H", "H", "H"],
  "xyz": [[3.131, 1.040, 3.153], [3.349, 0.027, 1.973], [3.310, -1.481, 2.468], [3.687, -2.523, 1.482], [1.966, -1.838, 2.956], [2.192, 0.844, 3.698], [3.141, 2.097, 2.839], [3.978, 0.868, 3.838], [2.580, 0.200, 1.195], [4.327, 0.330, 1.552], [4.053, -1.494, 3.291], [4.699, -2.319, 1.095], [2.966, -2.427, 0.653], [3.656, -3.561, 1.856], [2.076, -1.971, 3.920], [-2.574, 1.807, -4.032], [-3.197, 1.656, -2.660], [-3.514, 0.215, -2.227], [-4.233, 0.041, -0.868], [-2.429, -0.623, -2.276], [-2.173, 2.829, -4.134], [-3.193, 1.582, -4.917], [-1.729, 1.099, -4.004], [-2.519, 2.238, -2.007], [-4.109, 2.262, -2.824], [-4.169, -0.333, -2.934], [-3.609, 0.170, 0.032], [-4.622, -0.991, -0.881], [-5.086, 0.738, -0.807], [-1.954, -0.484, -1.430]]
}

***

## x
{
  "formula": "C8H20O2",
  "method": "wB97M-V/def2-TZVPD",
  "gap_ev": 10.58,
  "homo_ev": -9.74,
  "smiles": "CCC(C)(O)O.CC(C)C",
  "species": ["C", "C", "C", "C", "O", "O", "H", "H", "H", "H", "H", "H", "H", "H", "H", "H", "C", "C", "C", "C", "H", "H", "H", "H", "H", "H", "H", "H", "H", "H"],
  "xyz": [[1.983, -1.547, -1.012], [2.161, -0.038, -0.885], [1.918, 0.647, 0.610], [3.258, 1.113, 1.169], [1.030, 1.697, 0.340], [1.325, -0.156, 1.564], [0.939, -1.833, -0.896], [2.321, -1.874, -1.994], [2.560, -2.075, -0.255], [1.532, 0.426, -1.653], [3.187, 0.218, -1.154], [3.893, 0.249, 1.347], [3.077, 1.631, 2.110], [3.753, 1.794, 0.480], [1.506, 1.981, -0.517], [0.368, -0.077, 1.458], [-3.515, 0.797, 0.322], [-2.183, 0.132, -0.019], [-1.894, -1.004, 0.963], [-2.195, -0.394, -1.454], [-3.723, 1.619, -0.361], [-4.329, 0.076, 0.250], [-3.497, 1.196, 1.335], [-1.393, 0.886, 0.064], [-2.690, -1.747, 0.924], [-1.837, -0.630, 1.985], [-0.957, -1.505, 0.725], [-2.390, 0.412, -2.159], [-1.237, -0.843, -1.710], [-2.970, -1.150, -1.576]]
}

***

Q: Which of them is the least stable? A: w.

***

## w
{
  "formula": "C2H5S",
  "method": "wB97M-V/def2-TZVPD",
  "charge": -1,
  "gap_ev": 6.14,
  "homo_ev": -2.31,
  "species": ["S", "H", "C", "C", "H", "H", "H", "H"],
  "xyz": [[2.074, 3.096, -0.403], [1.641, 4.131, 0.140], [-0.403, -1.022, 0.685], [-0.831, -1.346, -0.569], [0.192, -0.160, 0.964], [-0.649, -1.536, 1.558], [-0.524, -0.970, -1.513], [-1.500, -2.193, -0.863]]
}

***

## x
{
  "formula": "C2H5S",
  "method": "wB97M-V/def2-TZVPD",
  "charge": -1,
  "gap_ev": 6.29,
  "homo_ev": -2.40,
  "species": ["S", "H", "C", "C", "H", "H", "H", "H"],
  "xyz": [[-2.514, 2.422, 0.869], [-1.301, 1.965, 0.499], [0.052, -0.902, 0.075], [1.207, -0.585, -0.491], [-0.523, -0.192, 0.656], [-0.366, -1.887, -0.106], [1.681, 0.368, -0.311], [1.764, -1.188, -1.191]]
}

***

Q: Which of them is the least stable? A: w.

***

## w
{
  "formula": "C3H14O3S",
  "method": "wB97M-V/def2-TZVPD",
  "gap_ev": 9.82,
  "homo_ev": -9.31,
  "smiles": "CCCS.O.O.O",
  "species": ["C", "C", "C", "S", "H", "H", "H", "H", "H", "H", "H", "H", "O", "H", "H", "O", "H", "H", "O", "H", "H"],
  "xyz": [[0.716, 0.171, 2.433], [1.697, -0.243, 1.321], [1.040, 0.032, -0.052], [2.334, 0.083, -1.425], [1.059, 0.280, 3.462], [0.455, 1.201, 2.171], [-0.139, -0.504, 2.407], [1.972, -1.293, 1.411], [2.550, 0.438, 1.312], [0.380, -0.766, -0.353], [0.607, 1.026, -0.121], [2.516, -1.229, -1.401], [-0.608, -0.706, -2.845], [-0.983, -0.794, -3.733], [0.337, -0.549, -2.864], [-2.208, -0.712, -0.496], [-2.886, -1.395, -0.581], [-1.689, -0.825, -1.313], [-2.175, 2.156, 0.075], [-2.183, 1.222, -0.152], [-2.793, 2.407, 0.744]]
}

***

## x
{
  "formula": "C3H14O3S",
  "method": "wB97M-V/def2-TZVPD",
  "gap_ev": 9.43,
  "homo_ev": -8.85,
  "smiles": "CCSC.O.O.O",
  "species": ["C", "C", "S", "C", "H", "H", "H", "H", "H", "H", "H", "H", "O", "H", "H", "O", "H", "H", "O", "H", "H"],
  "xyz": [[-0.618, -2.132, 0.947], [-0.252, -1.112, -0.129], [-1.662, -0.209, -0.795], [-0.745, 1.139, -1.620], [-1.469, -2.720, 0.638], [-0.866, -1.655, 1.890], [0.212, -2.812, 1.075], [0.261, -1.621, -0.939], [0.458, -0.394, 0.273], [-0.556, 1.928, -0.889], [0.220, 0.741, -1.932], [-1.368, 1.500, -2.422], [-3.038, 0.976, 2.120], [-3.189, 0.221, 2.701], [-2.550, 0.623, 1.361], [2.672, 0.381, 2.090], [2.458, -0.380, 1.542], [1.943, 0.532, 2.696], [2.721, 1.375, -2.606], [2.992, 1.356, -3.531], [2.375, 2.262, -2.471]]
}

***

Q: Which of them is the least stable? A: x.